(1)
C50H55N6O8 | ωB97M-V with the def2-TZVPD basis set

```
119
Properties=species:S:1:pos:R:3:mulliken_charge:R:1
C 32.58100 6.67100 3.79100 -1.697
C 31.58500 6.75200 4.98100 0.339
N 31.62500 5.61400 5.85600 1.037
C 30.86000 4.47300 5.66100 -2.982
C 30.91600 3.68700 6.72300 -0.076
N 31.69200 4.40500 7.64800 1.642
C 32.01400 5.67100 7.06400 -1.242
C 31.92400 3.82400 8.98300 -0.527
H 33.69300 6.55800 3.86900 0.193
H 32.31200 7.59300 3.14200 0.360
H 32.29700 5.75700 3.44400 0.724
H 30.60500 7.06400 4.67000 0.471
H 31.76400 7.84000 5.33800 -0.507
H 30.37600 4.24900 4.91900 2.350
H 30.10700 2.78100 6.81200 0.155
H 32.54200 6.52800 7.37200 0.540
H 31.40300 2.89600 9.27100 -0.100
H 31.55900 4.59100 9.75300 -0.015
H 32.97300 3.52900 8.89500 0.259
N 29.50400 5.87700 14.39000 -0.519
C 29.32300 4.85800 15.22900 -0.354
C 29.74700 3.56200 14.99100 -0.845
C 30.22900 3.21600 13.75100 -0.485
C 30.38800 4.13900 12.72100 0.530
C 30.02300 5.51700 13.09000 -1.005
H 28.93300 5.28300 16.09600 0.486
H 29.80600 2.93300 15.72500 0.594
H 30.54700 2.22600 13.54600 0.506
H 30.78200 3.96700 11.84300 0.238
H 30.00900 6.19400 12.38100 0.878
N 28.78300 9.20200 6.00400 -0.625
C 30.03700 9.57800 6.48100 -0.377
C 30.70200 8.83200 7.57100 -0.201
C 29.89400 7.86500 8.20200 0.334
C 28.65000 7.57500 7.78100 -0.535
C 28.19000 8.10300 6.62900 0.061
H 30.69500 10.45300 5.88200 0.246
H 31.72400 8.99600 7.81900 0.470
H 30.28300 7.16600 9.00900 0.285
H 27.90800 6.85600 8.15300 0.335
H 27.16800 7.49500 6.28000 0.048
N 26.43900 4.43100 2.75700 -0.614
C 25.28700 5.18200 3.01100 -0.588
C 25.01000 5.57900 4.29600 -0.362
C 25.79800 5.19100 5.37400 -0.305
C 27.01600 4.49500 5.13200 0.359
C 27.26800 4.17200 3.79900 -0.531
H 24.93400 5.47700 2.28000 0.729
H 24.21300 6.28300 4.61900 0.304
H 25.41100 5.39200 6.34500 0.492
H 27.63200 3.99200 5.86700 0.080
H 28.23100 3.79100 3.70200 0.505
N 28.39100 2.30800 8.12900 -0.318
C 28.36400 3.52900 8.75300 0.069
C 27.98200 3.68800 10.09800 -0.392
C 27.38900 2.58300 10.82300 -0.682
C 27.50200 1.30800 10.18300 -0.591
C 27.90600 1.18700 8.79900 -0.409
H 28.89600 4.42700 8.46700 0.360
H 28.01000 4.76500 10.50800 0.286
H 27.14800 2.67400 11.78000 0.662
H 26.97500 0.56400 10.73900 0.493
H 27.87100 0.28300 8.08100 0.425
C 34.01100 2.20900 6.03100 0.213
C 33.49900 2.00900 4.69200 -0.487
C 34.01700 2.59500 3.61000 0.251
C 35.07400 3.60000 3.91000 -0.547
C 35.52900 3.85000 5.21800 -0.124
C 35.09500 3.09200 6.32200 0.200
O 35.78500 3.13100 7.43800 -0.492
O 33.72600 2.32600 2.30600 -0.550
H 33.55700 1.53400 6.81400 0.081
H 32.73000 1.20300 4.66400 0.432
H 35.70700 3.96200 3.00700 0.230
H 36.45900 4.71900 5.28000 0.097
H 36.00100 4.00400 7.88000 0.344
H 34.50300 2.26400 1.71600 0.353
C 34.51100 10.71400 8.54600 -0.663
C 35.10200 9.20400 8.30200 -0.622
C 34.77100 8.65400 6.98800 0.530
C 34.07600 9.49600 6.01300 -0.686
C 33.64800 10.77700 6.32200 -0.234
C 33.85100 11.42900 7.53300 0.171
O 33.28700 12.73200 7.81600 -0.523
O 34.95600 7.34800 6.73200 -0.353
H 34.77500 10.89800 9.55800 0.372
H 35.40700 8.75300 9.25400 0.482
H 33.74800 9.12200 5.07500 0.510
H 33.17400 11.24500 5.44500 0.511
H 33.70700 13.20000 8.44800 0.296
H 35.32700 6.71800 7.32400 0.219
C 34.46100 0.05300 8.88500 -0.389
C 34.57700 1.06300 10.07500 -0.472
C 33.46700 1.39100 10.78700 0.649
C 32.18700 0.96700 10.39100 -0.723
C 32.03300 0.11000 9.25300 0.061
C 33.13400 -0.35900 8.49600 0.231
O 32.97900 -1.14900 7.37700 -0.496
O 33.49600 2.46800 11.71100 -0.460
H 35.24200 -0.21700 7.98600 0.119
H 35.62400 1.70600 10.47100 -0.018
H 31.36300 1.38800 10.90900 0.734
H 30.88200 -0.00300 8.96900 0.192
H 33.67500 -1.54600 6.99900 0.352
H 34.42500 2.67000 12.01300 0.301
C 34.05900 8.61000 11.90400 -0.359
C 34.07200 9.83400 12.92300 -0.872
C 32.86200 10.54000 13.24600 0.612
C 31.61400 10.17300 12.41800 -0.721
C 31.70900 9.15700 11.39300 -0.828
C 32.89600 8.45700 11.08500 0.546
O 32.84300 7.35800 10.17400 0.146
O 32.94800 11.46700 14.23300 -0.497
H 34.86500 7.80800 11.75000 0.302
H 34.91500 9.88000 13.60100 0.415
H 30.62000 10.56500 12.69000 0.302
H 30.83300 8.70100 11.18300 0.557
H 33.64700 6.92900 10.23900 0.031
H 32.02400 11.73500 14.28600 0.310
```

Total charge: +1
HOMO (eV): -10.46
Relative energy (zero: lowest compared OMol25 entry of this formula, charge and spin) (eV): 4.331
Molar mass (g mol⁻¹): 868.024

(2)
C50H56BCsN15O3 | ωB97M-V with the def2-TZVPD basis set

```
126
Properties=species:S:1:pos:R:3:mulliken_charge:R:1
Cs 0.50574 -0.50561 -0.65332 2.220
C -3.85283 -3.16676 -0.01027 -0.572
C -2.74024 -2.43652 -0.46116 -1.059
N -1.54749 -2.53562 0.07485 0.545
C -1.35771 -3.37341 1.11312 -0.998
C -2.41593 -4.18137 1.63496 2.073
C -3.68463 -4.04028 1.02831 -0.962
C -2.18606 -5.05358 2.71329 -1.067
C -0.93848 -5.07111 3.30132 -0.821
C 0.10478 -4.28561 2.82768 -0.421
C -0.03659 -3.43533 1.71129 -0.565
N 0.91340 -2.61964 1.25421 0.614
C 2.23670 -2.87008 1.32287 -0.029
C 2.79895 -4.14780 1.23063 -0.540
C 4.17536 -4.34669 1.12750 -0.756
C 5.05436 -3.29207 1.12281 -1.111
C 4.55142 -1.98167 1.23472 1.110
C 5.38608 -0.84318 1.24282 -0.661
C 4.84246 0.40212 1.38327 -0.967
C 3.44753 0.51352 1.51529 0.427
N 2.63683 -0.51470 1.49801 -0.154
C 3.15112 -1.75356 1.35248 -0.115
H -4.81963 -3.02951 -0.48036 0.411
H -2.83909 -1.73505 -1.28760 0.704
H -4.51498 -4.62365 1.41128 0.375
H -2.99223 -5.67845 3.07975 0.378
H -0.76501 -5.71016 4.16089 0.354
H 1.06243 -4.29597 3.33194 0.545
H 2.13002 -4.99802 1.19188 0.455
H 4.55205 -5.35950 1.03338 0.353
H 6.12239 -3.44715 1.02459 0.329
H 6.45699 -0.97789 1.13634 0.382
H 5.46292 1.28959 1.39655 0.390
H 2.97550 1.48371 1.62722 -0.127
C 0.10749 4.47088 2.86459 -1.540
N 0.00597 3.57184 1.73491 1.138
C 0.98421 2.91506 1.08573 -1.310
N 0.48442 2.23454 0.08159 0.161
C -0.84403 2.50654 0.15178 -0.335
N -1.17635 3.31860 1.13528 -0.999
C 0.70433 5.81523 2.50237 0.741
C 1.57999 6.46505 3.36469 -0.868
C 2.04989 7.73618 3.04915 -0.585
C 1.67094 8.36017 1.87703 -0.980
C 0.82531 7.69510 0.98804 0.169
C 0.34330 6.42714 1.31624 0.030
C 0.43324 8.27448 -0.27709 0.580
N 0.39846 9.51077 -0.66857 -0.525
N -0.09923 9.51334 -1.94331 -0.534
C -0.34125 8.27690 -2.25395 0.481
O -0.01997 7.44581 -1.24052 -0.204
C -0.85128 7.69574 -3.47389 0.102
C -1.59957 8.43485 -4.39079 -0.993
C -2.10561 7.80893 -5.51518 -0.483
C -1.86689 6.45711 -5.74328 -0.891
C -1.08574 5.73096 -4.85032 1.138
C -0.73433 4.28538 -5.12219 -1.628
N -0.46228 3.56424 -3.90275 0.968
C -1.29605 2.88789 -3.09616 -0.384
N -0.63541 2.41278 -2.06314 0.057
C 0.63838 2.82123 -2.29425 -0.951
N 0.78349 3.52883 -3.39242 -0.647
C -0.58875 6.35123 -3.72257 -0.204
H 0.69498 3.99765 3.65203 0.438
H -0.91006 4.60905 3.22826 0.287
H 2.02276 2.95772 1.37591 0.591
H -1.56106 2.08795 -0.53818 0.728
H 1.89356 5.98295 4.28276 0.405
H 2.73318 8.23231 3.72634 0.389
H 2.03089 9.34701 1.61821 0.495
H -0.32727 5.92303 0.63021 0.709
H -1.79253 9.47963 -4.18623 0.495
H -2.70624 8.37035 -6.21935 0.385
H -2.27633 5.96957 -6.61999 0.434
H 0.17874 4.23706 -5.71669 0.296
H -1.53234 3.78649 -5.67101 0.474
H -2.35265 2.78343 -3.28477 0.417
H 1.46132 2.58918 -1.63895 0.690
H 0.00061 5.78819 -3.00964 0.809
N -0.85123 0.14178 2.84795 -0.178
C -1.92905 -0.69223 3.36118 0.242
C -3.26047 0.06327 3.44882 -0.855
C -3.95319 0.34684 2.11104 -0.392
N -3.28736 1.37960 1.31795 -0.254
H -0.03898 -0.42160 2.61585 0.008
H -0.56910 0.82272 3.54317 0.184
H -1.71164 -1.09993 4.36114 0.274
H -2.04691 -1.54379 2.69112 -0.433
H -3.09675 1.01182 3.97597 0.316
H -3.94828 -0.53643 4.05098 0.414
H -5.00258 0.60474 2.32859 0.342
H -3.95910 -0.57647 1.52352 -0.031
H -3.12854 2.20860 1.87866 0.138
H -3.85749 1.64789 0.52530 0.230
C -2.39144 -3.64741 -3.63225 -0.781
N -3.17192 -2.46930 -3.98011 0.154
C -4.61539 -2.61067 -3.95262 -0.841
C -2.62804 -1.45008 -4.62292 0.583
N -2.19020 -0.52738 -5.16779 -0.633
H -2.70698 -4.50214 -4.23948 0.313
H -2.53876 -3.88825 -2.57948 0.222
H -1.33304 -3.46109 -3.79912 0.283
H -4.94162 -3.40435 -4.63352 0.326
H -5.08562 -1.67705 -4.25090 0.339
H -4.93828 -2.86406 -2.94104 0.152
C 5.21095 -0.32713 -4.64232 -2.263
C 3.85817 0.30744 -4.30752 2.119
C 3.95489 1.81557 -4.50871 -1.690
O 3.59523 0.02648 -2.91424 0.035
B 2.62179 -0.96775 -2.77729 -1.413
O 2.11910 -1.27414 -4.04949 -0.319
C 2.66020 -0.37723 -5.04627 1.857
C 3.05000 -1.18622 -6.27983 -2.140
C 1.54310 0.59592 -5.43169 -1.766
H 5.96815 0.10532 -3.98705 0.504
H 5.49413 -0.14092 -5.68221 0.342
H 5.18162 -1.40062 -4.45909 0.404
H 4.85059 2.18261 -4.00355 0.497
H 3.09526 2.32746 -4.08231 0.150
H 4.02965 2.06132 -5.57231 0.272
H 3.65809 -2.04497 -6.00042 0.378
H 3.60375 -0.57220 -6.99583 0.337
H 2.14280 -1.55480 -6.76171 0.476
H 1.27756 1.22963 -4.58683 -0.027
H 0.65963 0.01884 -5.70742 0.556
H 1.83831 1.22313 -6.27908 0.280
```

Total charge: -1
HOMO (eV): -1.83
Relative energy (zero: lowest compared OMol25 entry of this formula, charge and spin) (eV): 3.279
Molar mass (g mol⁻¹): 1058.817